one) Formula: C3H10N4
Source: the OMol25 dataset
Level of theory: ωB97M-V with the def2-TZVPD basis set

Output
2S+1: 1
HOMO level (eV): -7.7
HOMO-LUMO gap (eV): 7.89

Element x y z (Å)
N (1.362, 1.840, 1.205)
C (1.198, 1.045, 0.293)
N (1.533, 0.315, -0.695)
N (2.778, -0.337, -0.841)
H (0.591, 2.432, 1.484)
H (3.413, -0.102, -0.083)
H (3.159, -0.096, -1.751)
C (-1.396, -1.518, -0.223)
C (-0.888, -0.189, 0.369)
N (-1.861, 0.900, 0.329)
H (-0.613, -2.277, -0.169)
H (-2.283, -1.862, 0.317)
H (-1.649, -1.398, -1.279)
H (0.095, -0.148, -0.509)
H (-0.627, -0.353, 1.417)
H (-2.730, 0.612, 0.772)
H (-2.080, 1.135, -0.634)


two) Formula: C3H10N4
Source: the OMol25 dataset
Level of theory: ωB97M-V with the def2-TZVPD basis set

Output
2S+1: 1
HOMO level (eV): -8.7
HOMO-LUMO gap (eV): 9.45

Element x y z (Å)
C (-1.875, -1.029, 1.403)
C (2.589, 0.496, -1.252)
C (-1.987, -1.109, -0.082)
N (1.206, 0.280, -0.884)
N (0.878, 1.102, 0.246)
N (-0.890, -0.482, 1.983)
N (0.034, 1.645, -0.674)
H (0.355, 0.559, 0.956)
H (-0.954, -0.518, 2.999)
H (0.603, 2.278, -1.243)
H (-2.707, -1.474, 1.965)
H (2.814, -0.132, -2.115)
H (2.803, 1.538, -1.530)
H (3.242, 0.254, -0.403)
H (-1.089, -0.742, -0.576)
H (-2.851, -0.526, -0.412)
H (-2.171, -2.144, -0.380)


two) has the most favorable energy; the next structure is 0.098 eV above.


one) Formula: C9H8N2O2
Source: the OMol25 dataset
Level of theory: ωB97M-V with the def2-TZVPD basis set

Output
2S+1: 1
HOMO level (eV): -8.9
HOMO-LUMO gap (eV): 8.90

Element x y z (Å)
N (-3.134, -2.165, 1.875)
C (-1.672, -2.296, 1.955)
C (-1.170, -1.168, 0.861)
C (-0.742, -0.254, 0.248)
C (0.090, 0.550, -0.605)
C (0.105, 0.380, -2.041)
C (0.996, 0.972, -2.856)
C (1.906, 1.850, -2.318)
C (1.923, 2.076, -0.885)
C (1.077, 1.413, -0.087)
N (-1.280, -3.696, 1.477)
O (-0.229, -4.166, 1.801)
O (-2.115, -4.270, 0.802)
H (-3.327, -2.514, 0.872)
H (-3.560, -2.832, 2.446)
H (-1.210, -2.070, 2.990)
H (-0.746, -0.233, -2.510)
H (1.034, 0.785, -3.887)
H (2.623, 2.277, -2.947)
H (2.725, 2.687, -0.331)
H (1.161, 1.509, 1.017)


two) Formula: C9H8N2O2
Source: the OMol25 dataset
Level of theory: ωB97M-V with the def2-TZVPD basis set

Output
2S+1: 1
HOMO level (eV): -8.6
HOMO-LUMO gap (eV): 9.03

Element x y z (Å)
O (-3.034, -1.222, -0.218)
C (-2.211, -2.201, 0.385)
C (-0.769, -1.911, 0.106)
C (0.352, -1.518, 0.009)
C (1.594, -0.811, -0.113)
N (2.848, -1.281, -0.288)
C (3.644, -0.108, -0.095)
C (2.900, 1.005, 0.210)
N (1.627, 0.593, 0.116)
C (0.516, 1.290, 0.022)
C (-0.512, 1.920, 0.117)
C (-1.844, 2.440, 0.137)
O (-2.778, 1.473, -0.346)
H (-3.005, -1.103, -1.248)
H (-2.489, -3.150, -0.035)
H (-2.434, -2.201, 1.483)
H (4.717, -0.072, -0.093)
H (3.226, 2.007, 0.155)
H (-1.949, 3.249, -0.632)
H (-2.123, 2.779, 1.141)
H (-2.796, 0.665, 0.269)


two) has the most favorable energy; the next structure is 0.542 eV above.


one) Formula: C4H10N
Source: the OMol25 dataset
Level of theory: ωB97M-V with the def2-TZVPD basis set

Output
2S+1: 1
HOMO level (eV): -16.8
Total charge: +1
HOMO-LUMO gap (eV): 13.31

Element x y z (Å)
C (-0.637, -0.413, -1.043)
C (0.632, 0.437, -1.018)
C (1.229, 0.012, 0.327)
N (0.020, 0.143, 1.213)
C (-1.210, -0.231, 0.362)
H (-0.349, -1.459, -1.129)
H (-1.306, -0.166, -1.860)
H (0.357, 1.496, -0.943)
H (1.315, 0.280, -1.850)
H (2.034, 0.629, 0.719)
H (1.511, -1.034, 0.312)
H (-0.026, 1.112, 1.527)
H (0.072, -0.435, 2.055)
H (-1.950, 0.535, 0.543)
H (-1.583, -1.184, 0.728)


two) Formula: C4H10N
Source: the OMol25 dataset
Level of theory: ωB97M-V with the def2-TZVPD basis set

Output
2S+1: 1
HOMO level (eV): -13.4
Total charge: +1
HOMO-LUMO gap (eV): 9.61

Element x y z (Å)
C (-0.436, -1.370, 0.121)
C (0.392, -0.317, -0.518)
C (-0.624, 0.129, 0.429)
C (2.456, 0.393, 0.038)
N (-1.979, 0.637, -0.114)
H (-1.049, -2.016, -0.530)
H (0.142, -1.831, 0.940)
H (0.399, -0.197, -1.543)
H (-0.282, 0.705, 1.368)
H (2.212, 1.354, -0.205)
H (3.077, -0.213, -0.535)
H (2.610, 0.227, 1.060)
H (-2.199, 0.359, -1.068)
H (-2.133, 1.547, 0.133)
H (-2.869, 0.285, 0.424)


three) Formula: C4H10N
Source: the OMol25 dataset
Level of theory: ωB97M-V with the def2-TZVPD basis set

Output
2S+1: 1
HOMO level (eV): -16.0
Total charge: +1
HOMO-LUMO gap (eV): 10.54

Element x y z (Å)
C (0.524, -0.136, -1.800)
N (0.424, -0.171, -0.462)
C (1.164, -1.256, 0.338)
C (-0.250, 0.884, 0.216)
C (-1.664, 0.684, 0.925)
H (0.179, 0.495, -2.583)
H (1.354, -0.816, -2.028)
H (1.178, -0.875, 1.476)
H (2.179, -1.319, -0.015)
H (0.787, -2.273, 0.194)
H (0.407, 1.228, 1.047)
H (-0.440, 1.662, -0.598)
H (-2.460, 0.886, 0.206)
H (-1.662, -0.384, 1.360)
H (-1.718, 1.391, 1.723)


four) Formula: C4H10N
Source: the OMol25 dataset
Level of theory: ωB97M-V with the def2-TZVPD basis set

Output
2S+1: 1
HOMO level (eV): -12.6
Total charge: +1
HOMO-LUMO gap (eV): 6.78

Element x y z (Å)
C (-2.013, 2.322, -1.299)
C (-0.863, 2.554, -0.717)
H (-2.180, 1.255, -1.591)
H (-2.459, 3.027, -1.950)
H (-0.415, 1.889, 0.119)
H (-0.221, 3.435, -0.894)
C (0.494, -1.666, 1.734)
C (1.218, -1.782, -0.587)
N (1.385, -1.308, 0.618)
H (-0.552, -1.928, 1.287)
H (0.971, -2.503, 2.297)
H (0.262, -0.775, 2.391)
H (0.300, -2.300, -0.765)
H (1.978, -1.777, -1.358)
H (2.093, -0.442, 0.715)


one) has the most favorable energy; the next structure is 2.162 eV above.


one) Formula: C4H10N
Source: the OMol25 dataset
Level of theory: ωB97M-V with the def2-TZVPD basis set

Output
2S+1: 1
HOMO level (eV): -12.8
Total charge: +1
HOMO-LUMO gap (eV): 4.10

Element x y z (Å)
C (1.528, -0.423, 2.252)
C (0.591, 0.766, 1.900)
C (0.449, 0.886, 0.338)
C (-0.228, -0.012, -0.208)
N (-1.978, -0.784, -3.746)
H (2.130, -0.706, 1.395)
H (2.274, -0.084, 2.953)
H (1.064, -1.282, 2.715)
H (-0.390, 0.560, 2.306)
H (1.020, 1.687, 2.291)
H (0.754, 1.819, -0.157)
H (-0.811, -0.071, -1.121)
H (-1.548, -0.564, -2.877)
H (-2.260, -1.725, -3.956)
H (-2.594, -0.066, -4.084)


two) Formula: C4H10N
Source: the OMol25 dataset
Level of theory: ωB97M-V with the def2-TZVPD basis set

Output
2S+1: 1
HOMO level (eV): -14.9
Total charge: +1
HOMO-LUMO gap (eV): 6.54

Element x y z (Å)
C (0.516, 1.253, -1.187)
C (1.085, -0.110, -0.787)
C (0.332, -0.867, 0.276)
C (0.733, -1.225, 1.442)
N (-2.164, 0.540, 0.290)
H (0.401, 1.866, -0.291)
H (-0.517, 1.128, -1.503)
H (1.135, 1.787, -1.902)
H (2.071, 0.068, -0.334)
H (1.245, -0.696, -1.691)
H (0.057, -1.636, 2.192)
H (1.767, -1.075, 1.746)
H (-1.281, 0.015, 0.302)
H (-2.407, 0.748, 1.255)
H (-2.924, 0.007, -0.117)


three) Formula: C4H10N
Source: the OMol25 dataset
Level of theory: ωB97M-V with the def2-TZVPD basis set

Output
2S+1: 1
HOMO level (eV): -13.1
Total charge: +1
HOMO-LUMO gap (eV): 7.66

Element x y z (Å)
C (1.611, 1.606, 0.878)
C (1.191, 2.602, 0.103)
H (2.046, 0.688, 0.485)
H (1.859, 1.806, 1.914)
H (0.629, 2.494, -0.812)
H (1.279, 3.614, 0.482)
C (-2.017, -1.085, -0.114)
C (0.361, -1.597, -0.418)
N (-0.868, -1.858, -0.612)
H (-2.942, -1.554, -0.442)
H (-1.966, -1.028, 0.971)
H (-1.969, -0.084, -0.542)
H (0.669, -0.603, -0.093)
H (1.166, -2.278, -0.685)
H (-1.050, -2.722, -1.115)


four) Formula: C4H10N
Source: the OMol25 dataset
Level of theory: ωB97M-V with the def2-TZVPD basis set

Output
2S+1: 1
HOMO level (eV): -16.8
Total charge: +1
HOMO-LUMO gap (eV): 13.67

Element x y z (Å)
C (-1.615, 0.020, 0.437)
N (-0.423, 0.042, -0.533)
C (0.604, -1.131, -0.326)
C (1.452, -0.010, 0.438)
C (0.694, 1.039, -0.334)
H (-1.303, 0.355, 1.348)
H (-2.387, 0.771, 0.260)
H (-2.091, -1.011, 0.459)
H (-0.860, 0.037, -1.438)
H (1.100, -1.402, -1.353)
H (0.235, -1.899, 0.250)
H (1.179, -0.033, 1.475)
H (2.476, 0.082, 0.179)
H (0.427, 2.009, 0.183)
H (1.333, 1.295, -1.192)


four) has the most favorable energy; the next structure is 0.784 eV above.